64
Properties=species:S:1:pos:R:3:forces:R:3:lowdin_charge:R:1 method="wB97M-V/def2-TZVPD" lumo_energy_ev=-0.74 orbital_gap_ev=7.4 e_above_lowest_kj_mol=19.4 charge=0 energy_ha=-2769.4767
In 0.524378 1.065403 0.468004 -0.1 -0.4 0.1 0.612
C -0.913296 4.110167 4.605990 0.1 0.0 -0.2 -0.430
S -0.306998 4.981631 3.146494 0.0 0.1 0.1 0.859
C 0.530685 3.730092 2.256918 0.3 -0.2 -0.1 -1.096
S 0.662906 2.119209 2.829138 -0.1 0.0 -0.2 0.703
N 1.056085 4.176231 1.146679 -0.2 0.6 0.0 -0.093
N 1.507485 3.232677 0.308470 -0.1 -0.7 0.0 -0.110
C 2.527597 3.441674 -0.419180 0.1 0.1 0.1 -0.047
C 2.932225 2.416824 -1.383854 0.1 -0.1 -0.1 -0.252
C 4.165246 2.478163 -2.019406 0.0 0.1 0.0 -0.007
C 4.494402 1.487374 -2.927472 0.0 -0.1 0.0 -0.045
C 3.570214 0.489454 -3.199884 0.1 0.1 0.0 -0.033
C 2.369035 0.498181 -2.509799 -0.1 0.0 0.0 -0.095
N 2.064659 1.427628 -1.607146 0.0 -0.1 0.1 0.081
H -1.540321 4.828162 5.132684 0.0 0.0 0.0 0.033
H -1.502246 3.247406 4.309197 0.0 0.0 0.0 0.023
H -0.082871 3.800925 5.235580 -0.1 0.0 0.1 0.031
H 3.105045 4.356233 -0.322717 0.0 0.0 0.0 0.139
H 4.850846 3.284303 -1.789684 0.0 0.0 0.0 0.118
H 5.457616 1.491269 -3.422100 0.0 0.0 0.0 0.113
H 3.780753 -0.279033 -3.931812 -0.1 0.0 0.1 0.110
H 1.611590 -0.256573 -2.687237 0.0 0.0 0.0 0.107
O -2.774397 -3.368599 0.267068 0.0 -0.1 -0.1 0.056
C -1.953844 -3.333651 1.329553 0.1 0.1 0.0 -0.277
C -1.570824 -4.542624 1.913226 0.0 -0.1 0.0 -0.021
C -0.704940 -4.550012 2.991867 0.0 0.0 0.0 -0.086
C -0.202375 -3.358138 3.510091 0.0 0.0 0.0 -0.089
C -0.586899 -2.159297 2.938637 0.0 -0.1 0.0 -0.018
C -1.458820 -2.125613 1.849424 0.0 0.1 0.0 -0.070
C -1.825912 -0.816557 1.220994 0.3 0.2 -0.3 -0.583
O -2.587921 -0.818730 0.217713 0.0 0.1 0.2 -0.068
O -1.289658 0.251428 1.671366 0.1 -0.6 -0.1 -0.196
H -2.897263 -2.424279 -0.008882 0.0 0.1 0.0 0.073
H -1.977503 -5.462750 1.508044 0.0 0.1 0.0 0.115
H -0.420787 -5.497939 3.434684 0.0 0.0 0.0 0.102
H 0.479205 -3.370258 4.351422 0.0 0.0 0.0 0.100
H -0.218773 -1.218202 3.324820 0.0 0.0 0.0 0.117
C -3.099958 2.572803 -0.026894 0.0 -0.1 0.0 -0.274
Sb -1.767576 1.435144 -1.243900 0.0 0.9 0.0 1.408
C -1.203713 3.127568 -2.472238 -0.1 -0.2 0.0 -0.312
C -3.107500 0.548388 -2.631054 0.2 -0.2 0.1 -0.263
H -3.752876 3.185281 -0.650945 0.0 0.0 0.0 0.013
H -2.494399 3.220137 0.611078 -0.1 0.0 0.0 0.006
H -3.689928 1.905960 0.599089 0.0 0.0 0.0 0.013
H -2.077352 3.508401 -3.005480 0.1 0.0 0.0 0.002
H -0.434361 2.846904 -3.194594 0.0 0.0 0.0 -0.005
H -0.810411 3.908227 -1.817718 0.0 0.0 0.0 -0.002
H -3.688145 1.358368 -3.071949 0.0 0.0 0.0 0.013
H -3.745522 -0.155434 -2.101518 0.0 0.0 0.0 0.012
H -2.528039 0.024921 -3.388928 -0.1 0.0 0.0 0.006
C -0.227121 -4.166215 -2.026069 0.0 0.1 0.1 -0.002
N 0.507960 -3.194854 -1.216118 0.0 0.0 0.1 -0.028
C 1.475899 -3.601432 -0.343447 -0.1 0.0 -0.1 -0.039
C 2.148630 -2.757259 0.461227 0.1 0.1 0.1 0.024
C 1.749384 -1.379907 0.431987 0.0 0.0 -0.1 -0.509
O 2.221612 -0.458947 1.149460 -0.3 0.2 0.0 -0.044
N 0.774696 -1.006622 -0.426632 -0.1 -0.1 0.1 0.089
C 0.155474 -1.841428 -1.306276 -0.1 0.0 -0.1 -0.513
O -0.638943 -1.457334 -2.160246 0.2 0.0 0.2 0.008
H 0.439234 -4.976691 -2.315710 0.0 0.0 0.0 0.091
H -0.604374 -3.657750 -2.906528 0.0 0.0 0.0 0.089
H -1.077665 -4.561906 -1.469651 0.0 0.0 0.0 0.089
H 1.681510 -4.664150 -0.350877 0.0 0.0 0.0 0.134
H 2.919171 -3.094330 1.135060 0.0 0.0 0.0 0.117